(1)
Molecular formula: C30H27N3O2PReS
Method: DFT, the ωB97M-V functional and the def2-TZVPD basis

The geometry in XYZ format:
```
65
Properties=species:S:1:pos:R:3:forces:R:3
Re -0.679778 0.126086 -0.145434 -0.2257 -0.6931 0.2946
N -0.160078 -2.975314 -0.230834 -0.0981 0.4019 0.4054
P 0.842522 -1.672014 -0.721734 0.3630 -0.4949 -0.9826
C 0.978322 -1.912914 -2.516534 0.0390 0.4264 0.4576
C 0.268122 -1.109014 -3.404534 0.1154 0.0140 0.1849
C 0.363822 -1.343114 -4.765434 -0.1753 0.1000 -0.0371
C 1.130022 -2.399814 -5.236434 -0.0449 0.0783 0.0517
C 1.811322 -3.221314 -4.350034 -0.0472 -0.0539 0.0927
C 1.742922 -2.981114 -2.989334 0.0279 0.0348 0.0705
C 2.427522 -2.077714 0.022466 -0.3549 0.3844 -0.0229
C 2.485122 -2.777414 1.231166 -0.0357 0.0183 -0.1325
C 3.714622 -3.150814 1.741266 -0.0417 0.0027 0.1091
C 4.882922 -2.806814 1.074966 -0.0757 0.0322 -0.0385
C 4.827222 -2.089814 -0.112734 -0.0351 0.0753 0.0353
C 3.604122 -1.710714 -0.638434 -0.0399 0.0062 -0.0639
C -1.524778 -2.822314 -0.288134 -0.2484 -0.3804 -0.1301
C -2.394878 -3.911914 -0.387134 0.0347 0.1996 -0.0434
C -3.752478 -3.683914 -0.464534 0.2210 0.2224 0.0237
C -4.226578 -2.370014 -0.430334 0.1697 0.2831 0.0205
C -3.320178 -1.344514 -0.296234 -1.0907 -0.1129 0.0721
N -1.993578 -1.556414 -0.220834 0.8654 0.5726 -0.0371
H 0.179822 -3.920614 -0.379734 0.1024 0.1206 0.0607
H -0.347078 -0.297414 -3.023934 0.0390 -0.0086 -0.2311
H -0.159078 -0.699314 -5.456934 -0.0608 -0.0153 -0.0680
H 1.190622 -2.587214 -6.296934 0.0278 0.0071 -0.1098
H 2.398422 -4.049214 -4.715034 0.0639 -0.0690 -0.0519
H 2.286522 -3.614714 -2.303334 0.1051 -0.0556 0.0304
H 1.576522 -3.052114 1.745166 -0.0580 -0.0771 0.1044
H 3.763922 -3.713514 2.660366 0.0063 -0.0465 0.0873
H 5.838822 -3.096414 1.484966 0.0663 -0.0446 0.0066
H 5.739522 -1.828614 -0.625834 0.0575 0.0434 -0.0687
H 3.565022 -1.163614 -1.570634 0.0157 0.0180 -0.0491
H -1.999778 -4.915514 -0.427534 0.0896 -0.0602 0.0081
H -4.444078 -4.508414 -0.557134 -0.0095 -0.0793 0.0005
H -5.282378 -2.161514 -0.500834 -0.0372 0.0971 0.0197
H -3.652378 -0.312714 -0.231334 0.0312 -0.0669 -0.0235
C -0.888878 0.241486 6.213266 -0.0346 0.0580 0.4334
C -0.821178 0.156486 4.745966 0.0297 0.0439 -0.6435
C -0.835178 -1.064514 4.058866 0.0616 0.2318 -0.2264
C -0.758178 -1.097514 2.685566 -0.1412 -0.7066 0.2062
N -0.684378 0.014786 1.930066 -0.0144 0.4989 -0.8194
C -0.681878 1.198586 2.579266 0.0627 0.8027 0.2754
C -0.739778 1.308686 3.947266 -0.0268 -0.2235 -0.1176
H -0.999978 -0.731614 6.679566 -0.0002 -0.0503 0.0375
H -1.714578 0.882086 6.524366 -0.1046 0.0030 -0.0255
H 0.009122 0.721086 6.605566 0.1143 -0.0186 -0.0081
H -0.911978 -1.993314 4.600166 0.0248 -0.1413 0.0358
H -0.766178 -2.047214 2.170066 0.0117 0.0135 -0.0781
H -0.636278 2.094986 1.964266 0.0085 -0.1695 0.0627
H -0.727278 2.286286 4.405466 -0.0117 0.1021 -0.0403
O -0.785278 8.771386 -1.489934 0.1096 1.1399 -0.7226
C -1.063178 7.888286 -0.575734 -0.1169 -1.3960 0.9026
O -1.585578 8.133186 0.474266 0.1575 0.1904 -0.2795
C -0.771778 6.415886 -0.861634 -0.2008 0.4669 -0.2695
C -1.080578 5.851286 -2.096034 0.1244 -0.4470 -0.0161
C -0.959378 4.484286 -2.271034 -0.2648 0.1282 -0.5291
C -0.523078 3.680086 -1.213834 -0.1119 -0.6778 -0.0082
S -0.433478 1.952986 -1.486734 0.3590 -0.4894 0.7995
C -0.168478 4.255686 0.005766 0.0870 0.3951 0.5814
C -0.323478 5.615086 0.187166 0.1441 -0.5302 0.1171
H -0.284178 8.489186 -2.269134 -0.0636 -0.2069 0.2719
H -1.446378 6.451386 -2.917134 -0.0055 0.0700 -0.0171
H -1.210378 4.045986 -3.225134 -0.0630 -0.0842 -0.0679
H 0.219422 3.649686 0.810466 0.0713 -0.0304 0.0233
H -0.108278 6.057086 1.146466 0.0319 0.1474 0.0770
```
Positions in Å, forces in eV/Å.

Its charge is +3. Its expectation value of S² is 0.816. The value obtained for the energy above the lowest of the compared OMol25 structures with the same formula, charge and spin is 143.79 kJ/mol. Its spin multiplicity is 2. Its LUMO energy (spin up / spin down) is -11.73 / -11.89 eV. For the HOMO energy (spin up / spin down), the calculation gives -16.9 / -16.8 eV.


(2)
Molecular formula: C30H27N6O4S4Ti
Method: DFT, the ωB97M-V functional and the def2-TZVPD basis

The geometry in XYZ format:
```
72
Properties=species:S:1:pos:R:3:forces:R:3
Ti 0.032004 0.194842 -0.192635 0.0020 0.3706 -0.2312
O -2.457389 2.543424 2.871914 -0.0022 -0.0209 -0.0074
C -1.542451 2.466585 3.860214 0.0072 -0.0183 0.0191
C -1.939677 2.862877 5.138196 0.0106 -0.0073 -0.0106
C -1.049650 2.815209 6.193594 -0.0117 0.0053 -0.0058
C 0.255357 2.373687 5.995123 0.0078 -0.0017 0.0121
C 0.650788 1.982636 4.729510 0.0029 0.0098 -0.0140
C -0.228191 2.018420 3.647992 -0.0175 0.0114 0.0201
C 0.217644 1.584839 2.302658 -0.0615 0.0134 -0.0777
O -0.699816 1.391505 1.392150 -0.0148 -0.0375 0.1422
N 1.486088 1.433562 2.065814 0.0257 0.0090 -0.0020
N 1.635500 1.000610 0.755652 0.0387 -0.0723 0.1266
C 2.771687 1.279739 0.151841 0.0412 0.0085 -0.0509
C 2.826819 0.927686 -1.220779 -0.0497 -0.0134 0.0019
C 3.968953 1.085532 -2.026585 0.0115 -0.0188 -0.0255
C 3.927084 0.683668 -3.336044 0.0058 0.0078 0.0177
C 2.748942 0.114102 -3.838183 -0.0231 -0.0053 0.0127
C 1.663519 0.002351 -2.998598 0.0168 -0.0550 -0.0101
N 1.672767 0.409067 -1.724515 0.0959 -0.0841 0.1853
H -2.010565 2.209144 2.055860 0.0291 0.0471 -0.0058
H -2.956677 3.209548 5.269535 0.0004 0.0004 0.0038
H -1.374795 3.126278 7.179297 0.0026 0.0005 0.0008
H 0.954022 2.336522 6.820851 -0.0014 -0.0020 -0.0003
H 1.658771 1.637622 4.541084 -0.0020 0.0006 0.0006
H 3.582840 1.774640 0.671635 -0.0238 0.0263 0.0093
H 4.865237 1.509275 -1.592446 -0.0049 0.0118 -0.0004
H 4.797788 0.793868 -3.970704 0.0001 -0.0018 -0.0005
H 2.678825 -0.236263 -4.858438 0.0001 -0.0040 0.0022
H 0.739607 -0.448341 -3.342934 0.0009 0.0214 -0.0138
C -0.956627 -3.648207 1.242778 -0.0053 0.0006 0.0076
C -1.366459 -2.206985 1.330284 0.0455 0.0342 0.0244
O -0.547089 -1.285807 1.406074 0.1004 -0.0899 -0.0906
N -2.681712 -1.946331 1.330187 -0.0023 0.0211 0.0061
C -3.164066 -0.573710 1.309523 0.0155 -0.0228 0.0116
C -3.337523 -0.062332 -0.096710 -0.0192 0.0093 -0.0037
C -4.608439 0.244848 -0.559344 -0.0139 0.0014 -0.0003
C -4.769968 0.667622 -1.867501 -0.0019 0.0005 -0.0045
C -3.652842 0.748198 -2.674152 0.0350 0.0573 -0.0559
C -2.418906 0.427437 -2.136094 -0.0277 -0.0534 0.0809
N -2.248888 0.042788 -0.867512 -0.0337 -0.0124 0.0143
H 0.052806 -3.756577 1.630978 -0.0005 -0.0023 0.0005
H -0.954241 -3.933374 0.187838 0.0045 -0.0038 -0.0002
H -1.644884 -4.299411 1.781390 -0.0023 0.0047 0.0024
H -3.319611 -2.696435 1.123743 -0.0005 -0.0094 -0.0064
H -2.436403 0.033989 1.844060 -0.0051 -0.0135 -0.0053
H -4.114348 -0.528724 1.839105 -0.0001 0.0000 0.0018
H -5.454742 0.155443 0.108989 0.0025 0.0000 0.0031
H -5.750418 0.925062 -2.247758 -0.0004 -0.0017 0.0033
H -3.716524 1.071640 -3.703284 0.0085 0.0032 -0.0040
H -1.527777 0.486647 -2.740160 -0.0069 0.0148 0.0050
S -1.185256 -2.490136 -2.840921 -0.0456 0.0016 -0.0259
C 0.195193 -2.728067 -1.902774 0.0622 0.0255 0.0610
N 0.661598 -1.998809 -0.901449 -0.0762 -0.0766 -0.0488
C 1.794893 -2.570471 -0.320447 0.0282 -0.0340 -0.0184
C 2.467267 -2.102595 0.810303 -0.0263 0.0181 -0.0069
C 3.573872 -2.790971 1.276258 0.0193 0.0021 0.0049
C 4.027654 -3.948585 0.644895 -0.0044 0.0007 0.0059
C 3.359168 -4.440241 -0.463179 0.0021 0.0110 0.0034
C 2.247595 -3.751249 -0.929248 -0.0049 -0.0006 -0.0008
S 1.188523 -4.151075 -2.240147 -0.0153 -0.0090 -0.0014
H 2.119229 -1.218761 1.323517 0.0066 -0.0137 -0.0038
H 4.091890 -2.419140 2.151497 -0.0002 0.0008 -0.0009
H 4.897459 -4.469496 1.024845 0.0007 0.0029 0.0020
H 3.690664 -5.346270 -0.954919 -0.0044 0.0002 -0.0038
C -0.243139 2.246497 -4.937551 -0.0255 -0.0075 -0.0409
O -0.181539 2.082166 -3.528719 -0.0438 -0.0070 0.0335
C -0.593947 3.086329 -2.714990 0.1717 -0.0333 -0.0923
S -1.207451 4.498951 -3.345507 -0.0232 0.0196 0.0245
S -0.401890 2.740591 -1.057482 -0.2107 -0.0616 -0.0116
H 0.133589 1.309791 -5.347473 0.0006 0.0135 0.0034
H 0.374348 3.083874 -5.261176 0.0127 0.0084 0.0173
H -1.266077 2.429252 -5.268812 -0.0025 -0.0005 0.0114
```
Positions in Å, forces in eV/Å.

Its charge is -1. Its expectation value of S² is 2.021. The value obtained for the energy above the lowest of the compared OMol25 structures with the same formula, charge and spin is 61.06 kJ/mol. Its spin multiplicity is 3. Its LUMO energy (spin up / spin down) is 2.30 / 2.30 eV. For the HOMO energy (spin up / spin down), the calculation gives -3.2 / -4.7 eV.


(3)
Molecular formula: C30H27N9O2PdS
Method: DFT, the ωB97M-V functional and the def2-TZVPD basis

The geometry in XYZ format:
```
70
Properties=species:S:1:pos:R:3:forces:R:3
Pd 0.037796 -0.006911 0.053633 -1.5644 -1.0034 -1.2280
C -2.900845 3.851392 4.936895 0.1317 0.0266 -0.0294
C -2.484330 2.820172 3.933772 0.0429 -0.1827 -0.0510
C -2.832977 1.479809 4.083779 -0.0174 0.3143 -0.1549
C -2.543919 0.575985 3.093496 0.3861 0.1367 -0.1707
C -1.879630 0.930242 1.898299 -0.1308 0.8246 0.6882
N -1.756801 -0.010016 0.908564 1.4401 0.1043 -0.2105
C -2.792819 -0.864631 0.692057 -0.5884 -0.7921 -0.3939
C -4.118737 -0.416981 0.896430 0.3176 -0.0668 -0.3257
C -5.203968 -1.250443 0.796195 0.1359 -0.2210 0.0541
C -5.040573 -2.593537 0.472074 0.2088 0.0668 0.0101
C -6.204904 -3.534412 0.466166 0.0633 -0.0723 -0.0878
C -3.758781 -3.031435 0.166521 -0.3037 0.1243 0.0097
C -2.643624 -2.209344 0.262745 -0.6810 0.9223 0.3110
N -1.388354 -2.774802 -0.026640 0.4180 -0.5768 0.2316
C -1.038532 -4.071506 0.157490 0.2787 0.2583 -0.0952
C 0.216487 -4.238560 -0.372412 -0.0428 0.1742 -0.1391
C 0.572160 -2.978707 -0.876044 -0.1543 -0.3697 0.1155
N -0.403456 -2.109933 -0.656161 0.2369 0.9286 0.1285
C -1.392282 2.268333 1.820751 -0.8919 -1.0825 0.8567
C -1.742920 3.175018 2.819072 -0.0020 -0.0992 0.0079
N -0.563893 2.712792 0.784439 0.8380 0.9981 -0.5752
C 0.304366 3.758985 0.836167 -0.0609 -0.5008 -0.3393
C 0.948959 3.815576 -0.376177 -0.1291 -0.0046 -0.1158
C 0.406723 2.768839 -1.130783 -0.1723 0.2285 0.4342
N -0.502934 2.107917 -0.418910 0.0364 -0.1724 -0.0215
H -3.606026 3.432464 5.649510 -0.0473 0.0192 0.0768
H -3.374275 4.692031 4.434267 -0.0715 0.1290 0.0519
H -2.038765 4.228522 5.484805 0.0223 0.0963 0.1191
H -3.367988 1.155361 4.963426 -0.0611 -0.0315 0.1342
H -2.841571 -0.454232 3.215951 -0.0296 -0.0766 -0.0598
H -4.267848 0.621716 1.148565 0.0025 0.0534 0.0165
H -6.194142 -0.859170 0.979215 -0.1140 0.0384 0.0357
H -7.116012 -3.011334 0.747606 -0.0816 -0.0442 -0.0208
H -6.037716 -4.341272 1.179597 -0.0979 -0.0830 0.0166
H -6.344529 -3.979152 -0.517875 -0.1031 -0.0793 -0.0532
H -3.623909 -4.050677 -0.159261 0.0353 -0.1712 -0.0728
H -1.674208 -4.764710 0.668351 -0.1929 -0.0547 0.0645
H 0.803034 -5.132724 -0.392007 0.0938 -0.2020 -0.0064
H 1.477308 -2.683229 -1.377661 0.0140 0.0591 0.0778
H -1.453096 4.208472 2.705853 0.0243 0.1447 -0.0374
H 0.437176 4.362586 1.708979 -0.0598 0.0476 0.2194
H 1.715347 4.503266 -0.668393 0.1140 0.1723 -0.0563
H 0.616686 2.473560 -2.142733 0.0644 -0.1882 -0.0365
N 7.357554 3.474530 -2.478449 0.1729 0.1321 -0.0257
C 6.322659 2.587615 -2.287414 -0.2583 -0.2265 -0.0729
C 5.041522 2.877854 -2.768827 0.0685 0.0393 0.0377
C 4.018172 1.961395 -2.632189 -0.0123 0.0403 0.0176
C 4.258067 0.750496 -2.012252 -0.5993 -0.4416 0.0585
C 5.520344 0.433157 -1.546571 0.1104 0.0241 -0.0154
C 6.547292 1.346204 -1.679717 -0.0509 0.0172 -0.0637
S 2.896923 -0.383392 -1.803746 -0.1624 -0.2565 -0.4199
O 2.015343 -0.263286 -2.934860 0.0875 0.3118 0.0485
O 3.403525 -1.703236 -1.511096 0.3877 0.3592 0.0238
N 2.014367 0.156110 -0.533261 -0.9564 -0.1129 -1.0892
C 2.531312 0.173967 0.674992 1.5981 0.2429 2.2637
N 1.634565 0.242358 1.703840 0.4153 0.1502 -0.6515
C 2.122408 0.307652 2.930936 0.0582 -0.0309 0.1925
C 3.483740 0.285865 3.194194 -0.0352 -0.0498 -0.0958
C 4.316961 0.194488 2.082152 -0.1594 0.0864 0.4244
N 3.862976 0.152884 0.851963 -0.1551 -0.1725 -0.1981
H 7.117853 4.424956 -2.708196 0.0703 -0.0775 0.0898
H 8.180852 3.358098 -1.911138 -0.0818 0.0786 -0.0421
H 4.860695 3.823980 -3.258542 -0.0261 0.0894 -0.0683
H 3.029930 2.164568 -3.013107 -0.1005 0.1087 -0.0772
H 5.669031 -0.527934 -1.082494 0.0984 -0.0578 0.0881
H 7.538987 1.108384 -1.323095 0.1010 -0.0711 0.0364
H 1.386728 0.371345 3.727908 0.0548 -0.0106 -0.0070
H 3.869208 0.316624 4.200513 0.0042 0.0309 0.0376
H 5.396423 0.162689 2.180134 0.0632 0.0040 0.1292
```
Positions in Å, forces in eV/Å.

The value obtained for the energy above the lowest of the compared OMol25 structures with the same formula, charge and spin is 145.50 kJ/mol. Its LUMO energy (spin up / spin down) is -0.30 / -0.30 eV. For the HOMO energy (spin up / spin down), the calculation gives -6.7 / -6.7 eV.